Run 1
17
Properties=species:S:1:pos:R:3:nbo_charge:R:1 method="wB97M-V/def2-TZVPD" homo_ev="-7.71 / -8.70" multiplicity=1 orbital_gap_ev="7.223 / 7.668"
P 1.09 0.25 1.57 0.8179
N 0.28 -0.50 0.33 -0.5411
N -0.57 0.05 -0.49 -0.1709
C -1.61 0.87 -0.35 -0.0697
C -0.48 -0.28 -1.86 -0.0687
C -1.35 0.48 -2.53 -0.2769
C 1.92 -1.18 2.39 -0.9221
C -2.18 1.21 -1.56 -0.2823
H 1.38 -1.83 3.09 0.2352
H 0.46 -0.81 -2.08 0.2316
H 2.32 -1.82 1.61 0.2473
H 2.26 0.18 -0.91 -0.0190
H -1.88 1.29 0.63 0.2131
H -2.81 2.08 -1.67 0.2308
H -1.67 0.28 -3.54 0.2258
H 0.09 0.57 2.52 -0.0755
H 2.75 -0.84 2.84 0.2244

***

Run 2
17
Properties=species:S:1:pos:R:3:nbo_charge:R:1 method="wB97M-V/def2-TZVPD" homo_ev=-8.47 multiplicity=1 orbital_gap_ev=9.431
P 0.23 -1.47 -1.72 0.8127
N 1.46 -2.06 -0.77 -0.7011
N 1.68 -1.62 0.47 -0.2823
C -0.33 -0.50 -0.48 -0.5099
C 0.69 -0.15 2.23 -0.6817
C -0.99 1.74 -1.45 -0.5800
C -1.25 0.60 -0.54 -0.4695
C 0.88 -0.76 0.88 0.2561
H 2.11 -2.87 -0.82 0.4205
H 1.14 -0.94 3.00 0.2491
H -1.81 2.50 -1.36 0.2081
H 1.23 0.82 2.30 0.2327
H -0.42 0.09 2.23 0.2344
H -2.23 0.26 -0.82 0.2152
H -0.04 2.16 -1.34 0.2064
H -1.06 1.25 -2.38 0.2003
H -1.29 0.95 0.59 0.1891

***

The structure with the most favorable energy is run 2; the runner-up is 80.3 kcal/mol above it.

***

Run 1
12
Properties=species:S:1:pos:R:3:nbo_charge:R:1 method="wB97M-V/def2-TZVPD" homo_ev=-8.06 multiplicity=1 orbital_gap_ev=8.751
P 1.18 0.64 0.38 0.4785
O 1.78 -0.96 -1.84 -0.6738
O -1.04 1.34 1.88 -0.7239
C -0.41 -1.15 -0.67 -0.2715
C -0.55 0.44 0.99 0.0917
C -1.27 -0.52 0.36 -0.3240
C 0.82 -0.54 -0.91 -0.0082
H 0.81 1.76 -0.23 -0.0163
H -0.67 -2.10 -1.14 0.2244
H -0.65 1.52 2.73 0.5001
H 2.35 -0.16 -2.00 0.4786
H -2.35 -0.29 0.45 0.2442

***

Run 2
12
Properties=species:S:1:pos:R:3:nbo_charge:R:1 method="wB97M-V/def2-TZVPD" homo_ev=-9.37 multiplicity=1 orbital_gap_ev=9.225
P 1.78 0.48 -0.22 1.4973
O 3.19 0.94 -0.07 -1.0021
O -1.38 2.12 -0.59 -0.4979
C -0.84 1.16 -0.07 0.6044
C 0.25 -0.56 0.61 -0.3334
C -0.88 -0.39 -0.29 -0.5783
C 0.33 0.95 0.92 -0.6575
H -1.71 -1.13 -0.06 0.2706
H 0.46 -1.40 1.27 0.2539
H -0.68 -0.54 -1.32 0.2467
H 1.30 1.02 -1.35 -0.0726
H 0.43 1.25 1.95 0.2688

***

The structure with the most favorable energy is run 1; the runner-up is 12.9 kcal/mol above it.

***

Run 1
56
Properties=species:S:1:pos:R:3:nbo_charge:R:1 method="wB97M-V/def2-TZVPD" homo_ev=-7.64 multiplicity=1 orbital_gap_ev=7.591
S 2.67 -0.71 2.24 -0.3142
O -5.47 -2.18 -0.11 -0.4792
O -6.38 0.47 0.42 -0.4762
O 0.06 2.99 -0.74 -0.6617
N -2.00 2.11 -0.48 -0.5718
N 1.68 1.48 1.23 -0.6204
N 2.00 -0.25 -0.28 -0.4501
N 5.05 -0.92 -0.85 -0.4721
C 5.10 0.51 -0.59 -0.2165
C -4.22 1.28 -0.06 -0.2983
C 6.22 1.17 -1.40 -0.6045
C 2.09 0.22 0.99 0.3218
C 1.29 0.48 -1.31 -0.2560
C -1.02 -0.41 -0.89 -0.0387
C -6.83 -1.83 -0.14 -0.0970
C -2.88 1.06 -0.38 0.2660
C -0.18 0.64 -0.99 -0.1529
C 5.50 -1.76 0.25 -0.2225
C -2.40 -0.25 -0.57 -0.1710
C 1.74 2.09 2.53 -0.4130
C 7.01 -1.63 0.46 -0.6109
C -0.66 1.99 -0.74 0.6348
C -5.09 0.21 0.06 0.2711
C 2.57 -1.53 -0.64 -0.2503
C 3.86 -1.40 -1.51 -0.2039
C -3.30 -1.31 -0.47 -0.1811
C -7.10 -0.67 0.83 -0.0981
C -4.63 -1.10 -0.17 0.1987
H -6.79 -0.97 1.84 0.1844
H -7.13 -1.53 -1.15 0.1807
H 4.15 0.98 -0.87 0.1816
H 5.27 -2.79 -0.01 0.1862
H 7.34 -2.36 1.20 0.2082
H 6.07 0.99 -2.46 0.2013
H -7.39 -2.72 0.16 0.2064
H 1.39 -0.09 -2.24 0.2272
H 2.73 2.52 2.72 0.1956
H 1.72 1.47 -1.48 0.2297
H 7.53 -1.82 -0.48 0.2051
H 6.22 2.24 -1.22 0.1988
H 1.55 1.34 3.29 0.2361
H -2.34 3.05 -0.32 0.4155
H -4.59 2.28 0.12 0.2246
H -8.15 -0.39 0.83 0.2060
H 4.07 -2.40 -1.90 0.1972
H 7.27 -0.64 0.82 0.1995
H 5.25 0.70 0.48 0.1942
H 4.99 -1.51 1.19 0.1981
H 0.99 2.88 2.59 0.1994
H 3.66 -0.74 -2.36 0.1863
H 7.19 0.76 -1.12 0.2051
H -2.96 -2.33 -0.64 0.2293
H 2.80 -2.06 0.28 0.2572
H -0.66 -1.42 -1.05 0.2102
H 1.45 2.11 0.46 0.4220
H 1.83 -2.10 -1.21 0.1824

***

Run 2
56
Properties=species:S:1:pos:R:3:nbo_charge:R:1 method="wB97M-V/def2-TZVPD" homo_ev=-7.76 multiplicity=1 orbital_gap_ev=8.104
S -1.33 -3.53 1.44 -0.3321
O 6.03 1.00 -0.44 -0.4791
O -0.32 2.01 2.35 -0.6567
O 5.63 -1.82 -0.40 -0.4820
N -3.29 2.73 -0.44 -0.4415
N -2.01 -0.98 1.38 -0.4193
N 1.72 1.59 1.50 -0.5818
N -3.01 -2.36 -0.19 -0.6043
C -4.30 3.49 -1.14 -0.4043
C -2.79 1.66 -1.27 -0.2110
C -1.92 0.66 -0.50 -0.4244
C -3.32 -3.61 -0.84 -0.2260
C 4.88 0.44 0.04 0.2650
C -2.61 0.21 0.79 -0.2303
C 3.47 -1.46 0.48 -0.1804
C 6.92 -1.24 -0.48 -0.0966
C 4.67 -0.95 0.04 0.1994
C 2.70 0.77 1.01 0.2651
C -2.24 3.60 0.05 -0.4324
C 1.22 -1.10 1.46 -0.0986
C -2.15 -2.21 0.84 0.3271
C 0.27 -0.26 1.94 -0.1398
C -3.26 -3.46 -2.35 -0.6106
C 6.83 0.11 -1.19 -0.0969
C 2.47 -0.62 0.97 -0.1574
C 3.90 1.29 0.54 -0.3012
C -1.06 -0.76 2.45 -0.2519
C 0.49 1.18 1.97 0.6303
H -3.66 1.13 -1.68 0.1852
H 7.81 0.58 -1.27 0.2037
H 1.89 2.59 1.52 0.4120
H -2.26 -3.15 -2.66 0.2111
H -2.20 2.04 -2.13 0.1668
H -1.72 -0.20 -1.14 0.2144
H -5.12 2.83 -1.43 0.1949
H -2.54 1.01 1.53 0.2488
H -1.59 3.05 0.73 0.2290
H -4.32 -3.95 -0.53 0.1850
H -1.63 4.02 -0.76 0.1562
H -3.98 -2.73 -2.70 0.1950
H 7.54 -1.94 -1.04 0.2046
H 7.33 -1.10 0.52 0.1799
H -3.68 0.04 0.61 0.1897
H -3.48 -4.42 -2.82 0.2163
H -2.59 -4.34 -0.49 0.2477
H -2.69 4.42 0.61 0.2018
H 4.09 2.35 0.54 0.2220
H -0.92 -1.71 2.97 0.2585
H -0.96 1.10 -0.25 0.2096
H -3.55 -1.57 -0.49 0.3902
H 1.03 -2.16 1.44 0.2472
H -4.70 4.25 -0.47 0.2007
H 3.32 -2.53 0.46 0.2321
H -1.48 -0.01 3.13 0.2275
H 6.40 -0.02 -2.19 0.1819
H -3.92 3.99 -2.04 0.1600

***

The structure with the most favorable energy is run 2; the runner-up is 3.5 kcal/mol above it.